--- i ---
ORCA calculation (ωB97M-V/def2-TZVPD) on a cluster of 9 separate species, C18H54O9 in total.

The calculation puts the LUMO energy at 0.2 eV. As for the SMILES: CCO.CCO.CCO.CCO.CCO.CCO.CCO.CCO.CCO. The gap between HOMO and LUMO comes out at 0.375 Ha.

XYZ file:
```
81
Properties=species:S:1:pos:R:3:mulliken_charge:R:1
C 3.658 -0.661 -1.695 -0.12
C 4.010 -0.111 -3.085 -0.45
O 5.434 0.036 -3.200 -0.57
H 2.590 -0.590 -1.467 -0.05
H 4.076 -0.007 -0.927 0.15
H 4.037 -1.677 -1.628 0.17
H 3.554 0.877 -3.198 0.33
H 3.709 -0.761 -3.901 0.24
H 5.656 0.821 -2.690 0.31
C 0.060 -0.365 1.319 -1.23
C -0.680 0.266 0.147 0.21
O -0.547 -0.675 -0.925 -0.10
H 0.327 0.324 2.128 0.38
H 0.974 -0.859 0.986 0.15
H -0.482 -1.139 1.868 0.34
H -0.273 1.210 -0.230 0.30
H -1.711 0.437 0.475 -0.06
H -1.005 -0.262 -1.675 0.00
C -4.870 -1.234 -1.661 -0.96
C -3.689 -0.974 -2.587 0.12
O -2.962 0.182 -2.199 -0.47
H -5.178 -2.280 -1.726 0.38
H -5.696 -0.543 -1.828 0.36
H -4.538 -1.146 -0.625 0.03
H -3.945 -0.980 -3.650 0.39
H -2.988 -1.799 -2.453 -0.01
H -3.430 0.991 -2.424 0.23
C -4.375 0.064 2.171 -0.23
C -4.732 0.024 3.642 -0.45
O -6.117 0.316 3.795 -0.54
H -5.227 0.075 1.495 0.35
H -3.708 -0.754 1.881 0.23
H -3.772 0.935 1.905 -0.26
H -4.122 0.712 4.233 0.34
H -4.529 -0.966 4.058 0.22
H -6.295 1.005 4.436 0.30
C 4.100 0.267 1.898 -0.35
C 3.816 0.069 3.400 -0.43
O 4.743 0.874 4.094 -0.56
H 3.283 -0.146 1.314 -0.10
H 5.043 -0.230 1.671 0.38
H 4.285 1.331 1.776 0.12
H 3.942 -0.971 3.729 0.40
H 2.775 0.315 3.647 0.25
H 4.494 1.158 4.972 0.30
C 0.435 -2.314 -4.092 -0.66
C -1.004 -2.541 -4.522 -0.23
O -1.110 -3.378 -5.689 -0.55
H 0.986 -1.885 -4.936 0.35
H 0.921 -3.246 -3.803 0.26
H 0.561 -1.594 -3.281 0.07
H -1.483 -1.567 -4.635 0.37
H -1.510 -3.118 -3.738 0.09
H -1.683 -2.884 -6.284 0.33
C 2.344 3.658 2.679 -0.39
C 3.408 3.905 1.604 -0.13
O 3.163 5.082 0.808 -0.56
H 1.835 4.537 3.062 0.38
H 2.853 3.124 3.492 0.20
H 1.628 2.903 2.347 -0.13
H 3.302 3.109 0.866 0.12
H 4.405 4.027 2.036 0.25
H 3.407 5.850 1.336 0.32
C -2.651 3.197 1.244 -0.52
C -2.802 4.693 1.442 -0.58
O -1.670 5.267 2.097 -0.52
H -3.459 2.720 0.686 0.36
H -2.484 2.685 2.191 0.19
H -1.783 3.013 0.602 0.17
H -3.635 4.996 2.080 0.33
H -2.898 5.186 0.466 0.28
H -0.938 5.364 1.482 0.29
C 2.045 -5.213 -0.546 -0.91
C 0.610 -4.994 -0.999 -0.02
O -0.013 -3.932 -0.316 -0.51
H 2.489 -6.114 -0.974 0.37
H 2.074 -5.469 0.519 0.29
H 2.627 -4.309 -0.714 0.11
H 0.025 -5.906 -0.834 0.28
H 0.571 -4.838 -2.083 0.08
H -0.258 -3.177 -0.855 0.23
```

---

--- ii ---
ORCA calculation (ωB97M-V/def2-TZVPD) on a cluster of 9 separate species, C18H54O9 in total.

The calculation puts the LUMO energy at 0.3 eV. As for the SMILES: CCO.CCO.CCO.CCO.CCO.CCO.CCO.CCO.CCO. The gap between HOMO and LUMO comes out at 0.377 Ha.

XYZ file:
```
81
Properties=species:S:1:pos:R:3:mulliken_charge:R:1
C -6.417 -0.739 1.467 -0.93
C -6.602 -1.945 2.346 -0.15
O -6.403 -3.062 1.562 -0.53
H -6.815 -0.778 0.453 0.31
H -5.333 -0.669 1.377 0.17
H -6.803 0.144 1.977 0.32
H -7.589 -2.062 2.794 0.31
H -5.891 -2.018 3.170 0.20
H -6.688 -3.837 2.050 0.30
C -3.531 3.128 -0.517 -1.00
C -4.184 4.430 -1.012 -0.20
O -3.757 5.474 -0.129 -0.51
H -3.840 2.947 0.513 0.30
H -2.444 3.208 -0.523 0.26
H -3.863 2.262 -1.090 0.34
H -5.265 4.295 -1.041 0.23
H -3.894 4.751 -2.012 0.26
H -3.683 6.238 -0.705 0.32
C 4.545 2.079 -2.773 -1.06
C 5.676 1.147 -2.273 -0.20
O 5.209 -0.145 -1.981 -0.51
H 3.931 1.543 -3.497 0.27
H 4.926 2.994 -3.226 0.36
H 3.909 2.423 -1.956 0.28
H 6.248 1.606 -1.467 0.31
H 6.332 0.886 -3.104 0.27
H 5.951 -0.610 -1.588 0.29
C 5.939 -0.588 2.658 -0.97
C 5.611 -2.108 2.625 -0.27
O 4.247 -2.168 2.840 -0.45
H 7.002 -0.468 2.448 0.33
H 5.786 -0.182 3.658 0.29
H 5.424 0.094 1.983 0.28
H 6.153 -2.624 3.418 0.29
H 5.953 -2.495 1.666 0.22
H 3.837 -1.813 2.047 0.27
C 2.305 -2.889 -5.182 -1.07
C 2.333 -4.100 -4.230 -0.11
O 3.248 -5.006 -4.814 -0.53
H 2.068 -3.211 -6.196 0.32
H 3.263 -2.381 -5.296 0.29
H 1.547 -2.171 -4.872 0.31
H 1.356 -4.583 -4.255 0.26
H 2.665 -3.839 -3.225 0.24
H 3.187 -5.879 -4.420 0.29
C -0.617 2.943 -4.697 -1.04
C -1.793 3.052 -5.678 -0.19
O -1.872 4.312 -6.224 -0.52
H -0.447 1.971 -4.234 0.31
H -0.721 3.661 -3.884 0.28
H 0.295 3.180 -5.247 0.30
H -2.745 2.774 -5.226 0.31
H -1.550 2.382 -6.503 0.24
H -2.743 4.416 -6.613 0.31
C 0.204 3.100 3.067 -1.00
C 0.829 2.141 4.074 -0.12
O 0.719 2.766 5.341 -0.55
H 0.464 4.140 3.266 0.35
H -0.885 3.056 3.088 0.32
H 0.460 2.827 2.043 0.29
H 1.884 2.000 3.840 0.24
H 0.430 1.128 4.116 0.19
H -0.203 2.922 5.561 0.31
C -2.937 -4.366 4.535 -1.08
C -1.944 -3.298 5.055 -0.08
O -1.923 -3.326 6.495 -0.54
H -3.889 -4.270 5.057 0.28
H -2.649 -5.406 4.683 0.33
H -3.111 -4.227 3.468 0.31
H -2.259 -2.347 4.625 0.23
H -0.948 -3.488 4.657 0.24
H -1.293 -2.667 6.793 0.30
C -0.426 -0.940 0.435 -1.06
C 0.615 -0.620 -0.618 -0.08
O 1.887 -0.794 0.032 -0.46
H -0.306 -1.924 0.889 0.33
H -1.409 -0.880 -0.032 0.37
H -0.417 -0.136 1.171 0.13
H 0.494 0.415 -0.940 0.25
H 0.555 -1.247 -1.507 0.25
H 2.600 -0.529 -0.554 0.25
```

---

The data favor i; the next most stable structure lies 12.8 kcal/mol above it.

---

--- i ---
ORCA calculation (ωB97M-V/def2-TZVPD) on an isolated molecule of C2H2ClP.

The calculation puts the LUMO energy at 0.0 eV. As for the SMILES: ClC1=PC1. The gap between HOMO and LUMO comes out at 0.330 Ha.

XYZ file:
```
6
Properties=species:S:1:pos:R:3:mulliken_charge:R:1
C -1.827 -0.327 0.000 0.24
C -0.355 -0.259 0.000 -0.51
P -1.307 -1.901 0.000 -0.06
Cl -3.097 0.777 0.000 -0.14
H 0.157 0.044 -0.907 0.23
H 0.157 0.045 0.907 0.23
```

---

--- ii ---
ORCA calculation (ωB97M-V/def2-TZVPD) on an isolated molecule of C2H2ClP.

The calculation puts the LUMO energy at -1.2 eV. As for the SMILES: Cl[C@@H]1C=P1. The gap between HOMO and LUMO comes out at 0.297 Ha.

XYZ file:
```
6
Properties=species:S:1:pos:R:3:mulliken_charge:R:1
C 0.148 0.904 -0.207 -0.16
C -0.455 -0.235 0.295 -0.33
P 0.404 0.801 1.464 0.04
Cl 0.933 -1.901 -0.202 -0.42
H 0.275 1.129 -1.205 0.42
H -1.305 -0.698 -0.145 0.44
```

---

--- iii ---
ORCA calculation (ωB97M-V/def2-TZVPD) on an isolated molecule of C2H2ClP.

The calculation puts the LUMO energy (spin up / spin down) at -1.4 / -1.4 eV. As for the SMILES: Cl[C@@H]1C=P1. The gap between HOMO and LUMO (spin up / spin down) comes out at 0.280 / 0.279 Ha.

XYZ file:
```
6
Properties=species:S:1:pos:R:3:mulliken_charge:R:1
C -0.545 0.088 0.877 -0.47
C 0.120 -0.380 -0.295 -0.08
P 1.568 0.361 0.758 0.11
Cl -0.143 0.447 -1.894 -0.20
H -1.179 0.929 1.050 0.30
H 0.180 -1.445 -0.496 0.33
```

---

The data favor i; the next most stable structure lies 21.7 kcal/mol above it.

---

--- i ---
ORCA calculation (ωB97M-V/def2-TZVPD) on an isolated molecule of C6H13N.

The calculation puts the LUMO energy at 0.9 eV. As for the SMILES: CC/C(C)=C(/C)N. The gap between HOMO and LUMO comes out at 0.297 Ha.

XYZ file:
```
20
Properties=species:S:1:pos:R:3:mulliken_charge:R:1
C 0.059 0.628 2.176 -1.14
C -1.003 0.788 1.064 -0.44
N 0.308 -1.727 0.562 -0.62
C -0.257 -0.923 -0.596 0.53
C -0.523 0.405 -0.312 0.25
C 0.198 1.520 -1.084 -1.19
C -0.042 -1.460 -1.946 -1.06
H -0.066 -0.400 2.597 0.30
H 1.170 0.689 1.655 0.25
H 0.208 1.294 2.971 0.40
H -1.148 1.940 0.907 0.18
H -1.873 0.220 1.312 0.40
H 0.602 -1.257 1.430 0.18
H 1.132 -2.342 0.216 0.23
H 1.249 1.564 -0.805 0.25
H -0.288 2.501 -0.849 0.37
H 0.165 1.184 -2.168 0.31
H -0.863 -1.695 -2.657 0.25
H 0.565 -2.296 -1.789 0.32
H 0.407 -0.632 -2.682 0.23
```

---

--- ii ---
ORCA calculation (ωB97M-V/def2-TZVPD) on an isolated molecule of C6H13N.

The calculation puts the LUMO energy at 1.1 eV. As for the SMILES: C=CCC[C@@H](C)N. The gap between HOMO and LUMO comes out at 0.356 Ha.

XYZ file:
```
20
Properties=species:S:1:pos:R:3:mulliken_charge:R:1
C -2.566 1.115 -0.028 -1.24
C -1.242 0.480 -0.385 0.54
C -0.039 0.804 0.674 -1.23
C 1.389 0.010 0.243 -0.67
C 2.473 -2.138 0.921 -0.75
C 1.310 -1.501 0.577 0.06
N -0.884 0.816 -1.717 -0.50
H -2.413 2.098 0.584 0.24
H -3.449 0.575 0.416 0.31
H -2.987 1.492 -0.986 0.33
H -1.394 -0.508 -0.354 0.21
H -0.262 0.304 1.514 0.50
H 0.044 1.829 0.827 0.59
H 1.681 0.053 -0.845 0.30
H 2.261 0.502 0.770 0.35
H 2.687 -3.190 0.705 0.24
H 3.259 -1.574 1.391 0.28
H 0.217 -1.737 0.418 0.16
H -1.212 1.604 -2.180 0.12
H -0.190 0.215 -2.257 0.17
```

---

The data favor ii; the next most stable structure lies 7.7 kcal/mol above it.

---

--- i ---
ORCA calculation (ωB97M-V/def2-TZVPD) on an isolated molecule of C6H13N.

The calculation puts the LUMO energy at 1.0 eV. As for the SMILES: C=C(C)C[C@H](C)N. The gap between HOMO and LUMO comes out at 0.370 Ha.

XYZ file:
```
20
Properties=species:S:1:pos:R:3:mulliken_charge:R:1
C -2.577 -0.067 -0.690 -1.31
C -1.316 0.012 0.151 0.32
C -0.100 -0.438 -0.623 -0.77
C 1.263 -0.374 0.067 0.65
C 1.591 -1.025 1.225 -0.91
C 2.479 0.264 -0.579 -1.36
N -1.182 1.327 0.717 -0.70
H -2.292 0.650 -1.540 0.30
H -2.885 -0.978 -1.261 0.34
H -3.445 0.305 -0.045 0.30
H -1.386 -0.688 0.972 0.33
H -0.443 -1.307 -1.220 0.41
H 0.119 0.233 -1.537 0.32
H 1.028 -1.792 1.750 0.29
H 2.521 -0.759 1.843 0.21
H 2.474 -0.027 -1.693 0.29
H 3.406 0.025 -0.171 0.45
H 2.445 1.384 -0.520 0.24
H -1.039 1.992 -0.076 0.31
H -0.272 1.450 1.173 0.30
```

---

--- ii ---
ORCA calculation (ωB97M-V/def2-TZVPD) on a cluster of 2 separate species, C6H13N in total.

The calculation puts the LUMO energy at 0.1 eV. The gap between HOMO and LUMO comes out at 0.297 Ha.

XYZ file:
```
20
Properties=species:S:1:pos:R:3:mulliken_charge:R:1
C 0.986 -0.555 0.505 -0.88
C 0.701 -0.636 -0.972 -0.10
C -0.428 -1.278 -1.364 -0.13
C -0.662 -2.109 -2.541 -0.96
C -0.020 0.286 1.350 -0.17
N 0.396 1.670 1.343 -0.48
C -0.774 2.543 1.530 -0.93
H 1.924 -0.031 0.729 0.35
H 1.091 -1.555 0.940 0.39
H 0.355 -3.122 -1.589 0.14
H 1.545 -0.695 -1.664 0.26
H -1.293 -1.071 -0.725 0.14
H -1.553 -2.669 -2.781 0.30
H 0.134 -2.077 -3.275 0.34
H -1.017 0.114 0.908 0.22
H -0.063 -0.248 2.326 0.26
H 0.701 1.880 0.385 0.25
H -0.444 3.577 1.661 0.31
H -1.257 2.173 2.437 0.34
H -1.508 2.504 0.705 0.32
```

---

The data favor i; the next most stable structure lies 69.3 kcal/mol above it.

---

--- i ---
ORCA calculation (ωB97M-V/def2-TZVPD) on an isolated molecule of C6H13N.

The calculation puts the LUMO energy at 1.1 eV. As for the SMILES: CCCC/C=C/N. The gap between HOMO and LUMO comes out at 0.366 Ha.

XYZ file:
```
20
Properties=species:S:1:pos:R:3:mulliken_charge:R:1
C 0.764 0.700 -2.507 -1.25
C 1.081 0.838 -1.035 -0.33
C 1.553 -0.428 -0.296 -0.59
C 0.472 -1.417 0.183 -0.80
N -2.165 0.803 1.870 -0.64
C -1.024 -0.022 1.580 -0.25
C -0.876 -0.771 0.482 -0.31
H 0.181 1.508 -2.925 0.39
H 0.131 -0.154 -2.736 0.31
H 1.746 0.659 -3.004 0.30
H 0.242 1.249 -0.469 0.24
H 1.705 1.720 -0.841 0.37
H 2.084 -1.021 -1.052 0.31
H 2.264 -0.119 0.467 0.31
H 0.767 -2.032 1.049 0.41
H 0.281 -2.151 -0.599 0.36
H -2.630 0.514 2.723 0.26
H -1.774 1.711 2.119 0.27
H -0.272 -0.130 2.371 0.31
H -1.807 -1.212 0.133 0.34
```

---

--- ii ---
ORCA calculation (ωB97M-V/def2-TZVPD) on an isolated molecule of C6H13N.

The calculation puts the LUMO energy at 1.2 eV. As for the SMILES: CCN1CCCC1. The gap between HOMO and LUMO comes out at 0.344 Ha.

XYZ file:
```
20
Properties=species:S:1:pos:R:3:mulliken_charge:R:1
C -0.395 -0.509 0.991 -0.66
N -0.105 0.376 -0.139 -0.06
C -0.958 0.097 -1.289 -0.46
C -2.203 0.979 -1.262 -1.15
C 1.360 0.340 -0.416 -0.71
C 2.030 -0.403 0.712 -0.40
C 0.928 -0.788 1.721 -0.46
H -1.043 0.009 1.681 0.21
H -0.915 -1.430 0.720 0.37
H -1.218 -0.964 -1.413 0.37
H -0.364 0.273 -2.186 0.37
H -1.966 1.974 -1.601 0.29
H -2.504 1.063 -0.212 0.28
H -3.058 0.560 -1.785 0.36
H 1.574 1.407 -0.470 0.30
H 1.511 0.013 -1.446 0.26
H 2.655 0.326 1.226 0.17
H 2.709 -1.236 0.528 0.39
H 1.017 -0.240 2.651 0.31
H 0.946 -1.847 1.988 0.23
```

---

--- iii ---
ORCA calculation (ωB97M-V/def2-TZVPD) on an isolated molecule of C6H13N.

The calculation puts the LUMO energy at 1.1 eV. As for the SMILES: CCC(=CN)CC. The gap between HOMO and LUMO comes out at 0.315 Ha.

XYZ file:
```
20
Properties=species:S:1:pos:R:3:mulliken_charge:R:1
C -0.714 -0.908 -2.025 -0.94
C 0.102 0.273 -1.464 -1.26
C 0.258 0.255 0.033 0.59
C 0.907 -0.741 0.684 -0.30
N 1.884 -1.480 0.043 -0.43
C -0.499 1.317 0.799 -0.25
C -0.781 1.064 2.285 -1.43
H -0.298 -1.837 -1.631 0.26
H -0.610 -0.969 -3.111 0.33
H -1.762 -0.871 -1.744 0.30
H -0.478 1.168 -1.715 0.33
H 1.013 0.512 -2.032 0.44
H 0.820 -0.835 1.758 0.31
H 2.189 -2.405 0.268 0.17
H 2.044 -1.155 -0.886 0.22
H -1.484 1.382 0.311 0.32
H -0.006 2.276 0.585 0.29
H -1.339 0.131 2.374 0.35
H 0.166 0.956 2.812 0.33
H -1.412 1.866 2.655 0.39
```

---

The data favor iii; the next most stable structure lies 2.7 kcal/mol above it.